<P>
{
  "formula": "C4H12",
  "method": "ωB97M-V with the def2-TZVPD basis set",
  "gap_ev": [2.844, 11.760],
  "s2": 0.750,
  "multiplicity": 2,
  "total_charge": -1,
  "species": ["C", "C", "H", "H", "H", "H", "H", "H", "C", "C", "H", "H", "H", "H", "H", "H"],
  "coordinates": [[0.248, 0.047, 2.666], [1.219, -0.592, 1.622], [0.624, 0.654, 3.481], [-0.613, 0.501, 2.175], [-0.260, -0.859, 2.969], [0.717, -1.332, 0.986], [1.956, -1.309, 2.022], [1.768, 0.209, 1.071], [0.042, 0.300, -2.079], [-1.489, 0.331, -2.187], [0.553, 0.695, -2.973], [0.525, 0.783, -1.213], [0.389, -0.715, -1.909], [-2.023, -0.447, -1.670], [-1.757, 0.214, -3.235], [-1.892, 1.353, -1.909]]
}

<Q>
{
  "formula": "C4H12",
  "method": "ωB97M-V with the def2-TZVPD basis set",
  "gap_ev": [2.788, 11.350],
  "s2": 0.750,
  "multiplicity": 2,
  "total_charge": -1,
  "species": ["C", "C", "H", "H", "H", "H", "H", "H", "C", "C", "H", "H", "H", "H", "H", "H"],
  "coordinates": [[-1.650, 0.249, 0.408], [-2.633, 0.294, -0.776], [-1.818, -0.690, 1.027], [-0.713, 0.083, -0.235], [-1.682, 0.946, 1.198], [-2.787, -0.822, -1.135], [-3.549, 0.739, -0.357], [-2.352, 0.873, -1.645], [1.954, -0.609, 0.871], [2.359, 0.088, -0.509], [0.781, -0.744, 0.849], [2.377, -1.563, 1.249], [2.275, 0.139, 1.487], [3.376, -0.080, -0.857], [2.328, 1.205, -0.380], [1.583, -0.212, -1.167]]
}

Which structure loses on stability? <Q> does.

<P>
{
  "formula": "C4H12",
  "method": "ωB97M-V with the def2-TZVPD basis set",
  "gap_ev": [2.752, 12.170],
  "s2": 0.750,
  "multiplicity": 2,
  "total_charge": -1,
  "species": ["C", "C", "H", "H", "H", "H", "H", "H", "C", "C", "H", "H", "H", "H", "H", "H"],
  "coordinates": [[1.147, 1.333, 0.899], [-0.072, 1.286, 1.835], [1.364, 0.317, 0.581], [1.035, 1.983, 0.036], [1.967, 1.663, 1.542], [-1.007, 1.184, 1.284], [-0.164, 2.239, 2.363], [0.009, 0.552, 2.636], [0.066, -0.961, -1.700], [-1.096, -1.695, -1.049], [-0.266, -0.616, -2.683], [0.457, -0.116, -1.141], [0.886, -1.643, -1.956], [-0.896, -2.186, -0.099], [-1.555, -2.367, -1.771], [-1.875, -0.972, -0.776]]
}

<Q>
{
  "formula": "C4H12",
  "method": "ωB97M-V with the def2-TZVPD basis set",
  "gap_ev": [2.729, 11.798],
  "s2": 0.750,
  "multiplicity": 2,
  "total_charge": -1,
  "species": ["C", "C", "H", "H", "H", "H", "H", "H", "C", "C", "H", "H", "H", "H", "H", "H"],
  "coordinates": [[-1.905, -0.424, 1.381], [-2.170, 0.184, 0.020], [-2.713, -0.114, 2.076], [-1.718, -1.494, 1.405], [-1.066, 0.068, 1.880], [-2.300, 1.270, 0.198], [-3.010, -0.262, -0.508], [-1.292, 0.186, -0.639], [1.969, -0.400, -1.324], [2.040, 0.493, -0.076], [2.945, -0.463, -1.800], [1.452, -1.338, -1.161], [1.429, 0.135, -2.124], [3.054, 0.892, 0.059], [1.474, 1.421, -0.153], [1.812, -0.154, 0.767]]
}

<R>
{
  "formula": "C4H12",
  "method": "ωB97M-V with the def2-TZVPD basis set",
  "gap_ev": [2.765, 11.481],
  "s2": 0.750,
  "multiplicity": 2,
  "total_charge": -1,
  "species": ["C", "C", "H", "H", "H", "H", "H", "H", "C", "C", "H", "H", "H", "H", "H", "H"],
  "coordinates": [[0.128, -1.720, 1.251], [-1.102, -1.843, 2.203], [0.151, -2.563, 0.474], [0.162, -0.847, 0.812], [0.978, -1.908, 1.955], [-0.983, -1.086, 3.066], [-0.982, -2.855, 2.656], [-2.146, -1.838, 1.778], [1.088, 2.083, -1.442], [-0.180, 1.686, -2.146], [1.917, 1.525, -2.045], [1.396, 3.071, -1.070], [1.129, 1.607, -0.341], [-0.172, 1.721, -3.275], [-0.938, 2.338, -1.957], [-0.446, 0.628, -1.918]]
}

Which structure loses on stability? <R> does.

<P>
{
  "formula": "C8H15NO",
  "method": "ωB97M-V with the def2-TZVPD basis set",
  "gap_ev": 9.525,
  "smiles": "CN1[C@H]2CC[C@H]1CC(O)C2",
  "species": ["C", "C", "C", "C", "C", "C", "C", "C", "H", "H", "H", "H", "H", "H", "H", "H", "H", "H", "H", "H", "H", "H", "H", "N", "O"],
  "coordinates": [[-1.647, -1.148, -1.119], [-0.109, -0.593, 0.687], [-1.394, -0.115, 1.382], [-1.412, 1.251, 0.582], [-0.468, 1.004, -0.673], [1.143, 1.115, -0.575], [1.914, -0.288, -0.322], [1.175, -1.335, 0.619], [-1.505, -2.252, -1.015], [-1.842, -0.961, -2.178], [-2.580, -0.809, -0.612], [0.386, 0.339, 1.131], [-2.345, -0.672, 1.242], [-1.240, 0.072, 2.493], [-1.054, 2.110, 1.184], [-2.412, 1.546, 0.242], [-0.846, 1.479, -1.583], [1.525, 1.543, -1.499], [1.502, 1.835, 0.189], [2.149, -0.792, -1.284], [3.548, 0.754, -0.279], [1.095, -2.370, 0.219], [1.668, -1.312, 1.611], [-0.442, -0.436, -0.714], [3.190, 0.035, 0.271]]
}

<Q>
{
  "formula": "C8H15NO",
  "method": "ωB97M-V with the def2-TZVPD basis set",
  "gap_ev": 10.191,
  "smiles": "C=C[C@@H](C)[C@@](N)(O)C(=C)C",
  "species": ["C", "C", "C", "C", "C", "N", "C", "C", "C", "O", "H", "H", "H", "H", "H", "H", "H", "H", "H", "H", "H", "H", "H", "H", "H"],
  "coordinates": [[-0.318, 0.257, -0.585], [0.291, 0.751, 0.788], [0.850, -0.354, 1.691], [0.979, -1.945, -1.221], [0.691, -0.483, -1.476], [-1.537, -0.514, -0.448], [-0.614, 1.665, 1.617], [1.316, 0.110, -2.514], [-1.806, 1.352, 2.144], [-0.742, 1.416, -1.285], [-1.617, 1.580, -0.894], [1.145, 1.395, 0.523], [-1.359, -1.338, 0.116], [-1.799, -0.835, -1.378], [-0.222, 2.665, 1.797], [0.144, -1.180, 1.819], [1.783, -0.752, 1.283], [1.096, 0.032, 2.688], [1.410, -2.428, -2.105], [0.075, -2.509, -0.980], [1.695, -2.070, -0.406], [1.143, 1.155, -2.759], [2.019, -0.424, -3.146], [-2.364, 2.080, 2.725], [-2.259, 0.376, 2.006]]
}

Which structure loses on stability? <P> does.

<P>
{
  "formula": "C5H8S",
  "method": "ωB97M-V with the def2-TZVPD basis set",
  "gap_ev": 9.576,
  "smiles": "CC1=C[C@H](S)C1",
  "species": ["C", "C", "C", "C", "C", "S", "H", "H", "H", "H", "H", "H", "H", "H"],
  "coordinates": [[0.495, 1.324, 0.221], [-0.338, 0.304, 0.052], [0.588, -0.845, 0.358], [1.734, 0.136, 0.690], [-1.775, 0.241, -0.329], [3.242, 0.041, -0.262], [0.492, 2.390, 0.169], [0.286, -1.497, 1.182], [0.815, -1.474, -0.503], [1.985, 0.247, 1.734], [-1.873, 0.177, -1.412], [-2.300, 1.127, 0.018], [-2.235, -0.643, 0.105], [2.668, -0.427, -1.369]]
}

<Q>
{
  "formula": "C5H8S",
  "method": "ωB97M-V with the def2-TZVPD basis set",
  "gap_ev": 9.792,
  "smiles": "C#C[C@@H](C)SC",
  "species": ["C", "C", "C", "C", "C", "S", "H", "H", "H", "H", "H", "H", "H", "H"],
  "coordinates": [[-1.651, 0.014, 1.522], [-0.553, 0.057, 1.075], [1.745, -0.605, 1.030], [-1.037, 0.300, -1.996], [0.672, 0.167, 0.208], [0.375, -0.660, -1.352], [-2.520, 0.134, 2.057], [2.615, -0.028, 0.809], [1.707, -1.609, 0.754], [1.550, -0.467, 2.071], [-1.509, -0.210, -2.879], [-0.697, 1.232, -2.261], [-1.711, 0.435, -1.251], [1.015, 1.241, 0.212]]
}

Which structure loses on stability? <Q> does.